A 8-piece molecular cluster, C38H98N10O14 overall, computed with ωB97M-V/def2-TZVPD.

Computed properties:
Charge = 0
Energy relative to the best compared isomer or geometry (same formula, charge and spin) = 541.3 kJ/mol
Structure (SMILES) = COCCNCCOC.COCCNCCOC.COCCNCCOC.COCCNCCOC.COCCNCCOC.COCCNCCOC.NC(N)=O.NC(N)=O
HOMO-LUMO gap = 9.024 eV
HOMO level = -8.5 eV
DFT total energy = -3107.1345 hartree

```
160
Properties=species:S:1:pos:R:3:forces:R:3:lowdin_charge:R:1
H -24.8377 -6.8814 8.4351 0.22 -0.06 0.11 0.09
H -25.7053 -11.6471 7.1856 0.02 0.01 -0.81 0.11
N -20.2418 -8.4695 3.2012 -0.99 -0.67 -1.98 -0.09
H -26.1371 -3.9880 5.1694 0.16 -0.63 -0.10 0.04
H -19.7604 -14.2766 7.3462 0.14 -0.23 -0.17 0.08
C -22.7970 -9.9524 11.3077 0.08 0.72 -0.20 -0.18
H -26.0622 -2.4475 8.6932 0.26 0.63 -0.22 0.06
H -25.5096 5.0327 7.8665 -0.03 -0.20 -0.56 0.09
H -33.0662 -6.4623 7.3869 -0.03 0.13 0.49 0.12
C -23.2981 3.0719 9.1604 -0.69 0.89 0.54 -0.26
C -22.2924 -11.3754 11.3414 1.36 0.45 -1.40 -0.19
C -23.4696 1.7360 9.8383 0.29 -0.75 0.82 -0.19
H -27.1526 -5.7306 9.4058 0.24 0.17 0.59 0.07
H -19.8285 -6.6321 3.8269 -0.09 0.43 0.56 0.11
H -23.7317 -5.6125 4.4591 -0.10 -0.70 0.01 0.06
H -26.7950 -2.5015 6.2617 0.24 0.21 -0.29 0.10
H -27.4787 -4.7976 7.1332 -0.69 0.19 0.04 0.09
H -30.8771 -11.2349 5.6484 -0.06 0.56 0.12 0.08
O -22.4652 -7.2160 4.9069 0.92 -1.06 0.46 -0.20
C -23.7144 -10.7627 4.3029 0.45 -0.14 -0.53 -0.12
H -21.1570 -11.1380 -0.3168 -0.47 -0.46 -0.17 0.09
C -23.6097 -11.5917 6.5329 -1.77 -1.43 -0.13 -0.15
C -19.7933 -9.2826 0.8611 0.28 0.46 -0.10 -0.23
C -33.0468 -6.1054 6.3572 -0.11 1.10 -0.81 -0.23
C -20.3394 -13.3664 7.1900 0.63 -0.61 1.02 -0.09
H -35.9472 -3.6150 5.5885 -0.76 0.43 -0.47 0.07
H -19.4609 -11.5320 -0.4206 0.00 -0.93 -0.56 0.09
H -23.4374 -12.6074 6.8889 -0.40 -0.06 0.51 0.10
C -24.8632 -10.9617 7.2813 0.75 -0.76 -0.41 -0.18
C -31.7559 -10.9613 5.0644 -0.58 0.98 -0.65 -0.08
H -19.7825 -12.7716 6.4661 -0.03 0.47 0.46 0.08
H -22.5760 1.7112 10.4620 0.61 -0.60 -0.08 0.11
H -23.1455 3.8117 9.9463 0.61 0.27 0.39 0.12
C -35.1204 -3.2873 4.9584 0.34 -1.14 2.12 -0.08
H -20.5330 -12.5237 0.6937 0.10 0.23 -0.06 0.09
H -35.1370 -5.7982 6.4534 -0.70 0.16 -0.79 0.11
N -25.9502 -1.9846 6.0634 -1.14 2.92 2.53 0.16
H -24.1026 5.4661 8.6837 0.64 0.29 -0.07 0.08
C -27.8344 -5.6360 5.2236 0.55 -0.34 -0.84 -0.17
N -27.9025 -5.9305 10.0522 6.90 -1.77 -0.54 0.19
H -25.7856 -6.8459 6.0358 0.10 -0.50 0.33 0.12
O -28.6210 -8.0106 5.7208 1.09 -0.15 -0.81 -0.21
H -32.1707 -5.4826 6.1763 0.18 0.05 0.38 0.12
H -19.0688 -9.2165 0.0494 0.41 0.03 -0.18 0.11
H -22.0086 -13.3969 9.3806 -0.37 -0.95 0.81 0.11
C -25.0911 -2.3160 5.1038 1.57 1.09 1.18 -0.77
O -23.9342 -11.8690 5.1344 0.59 0.54 1.55 -0.20
C -29.0138 -5.3888 9.7466 -0.48 1.27 -1.20 -0.82
H -33.4545 -9.3236 3.8502 0.61 0.00 -0.33 0.11
C -26.3062 -6.3944 6.8803 1.02 1.79 2.13 -0.14
H -26.7556 -2.9195 10.1908 -0.45 -0.03 0.17 0.07
C -24.6191 0.2587 11.4971 -0.39 -0.49 -0.17 -0.22
N -32.9594 -7.1978 5.4423 -0.21 -0.43 -0.63 -0.07
H -24.5137 2.1858 11.5281 -0.16 0.77 -0.22 0.10
H -27.7508 -9.6330 4.9920 -0.57 -0.47 -0.08 0.09
H -35.4337 -2.7931 4.0388 0.29 -0.97 -0.37 0.08
H -25.9665 -9.1602 8.7947 -0.19 0.23 -0.05 0.09
H -27.1017 -6.9993 7.3155 0.64 -0.76 0.16 0.08
O -28.1637 -9.9948 9.7722 0.89 0.18 -0.04 -0.20
H -24.3635 -5.5093 7.4059 0.19 0.13 0.00 0.11
H -20.7106 -8.8605 0.4507 -0.39 0.07 0.15 0.12
H -24.0094 -7.9610 10.2169 -0.36 0.98 0.16 0.07
O -19.9723 -10.6242 1.2216 0.08 0.29 2.69 -0.21
C -19.9860 -7.5964 4.3101 -0.59 -0.21 -0.28 -0.21
C -24.8901 -1.0217 10.6944 -0.87 2.19 -0.37 -0.21
C -24.4591 4.7520 7.9413 -0.63 -0.01 1.25 -0.10
H -22.6777 -10.4292 4.3509 0.13 0.36 0.36 0.07
H -32.1755 -7.7704 5.7208 0.11 -0.09 -0.11 0.09
C -22.6970 -5.8363 4.7188 0.50 0.29 0.41 -0.12
H -22.3267 -9.3921 12.1158 -0.03 0.07 0.16 0.12
H -27.7820 -8.8578 7.8841 0.69 -0.12 0.70 0.05
N -25.5015 -3.4351 4.6122 0.19 -3.37 -3.51 0.16
H -20.7525 -13.4273 11.7028 -0.46 0.39 0.30 0.11
C -27.0664 -10.9172 9.5301 0.14 1.93 -0.95 -0.16
C -28.9532 -6.6723 5.4496 -0.99 0.71 2.29 -0.19
H -22.5286 -7.2344 10.9421 0.32 -0.37 0.34 0.09
C -25.1745 -5.9455 7.9891 -1.05 -1.47 -2.34 -0.16
H -20.2333 -9.4448 3.4635 -0.24 -0.09 0.27 0.10
H -18.3502 -8.7537 2.4517 0.59 -0.21 -0.59 0.11
C -28.5169 -9.3199 8.5432 -1.13 -0.43 0.45 -0.11
N -24.6311 1.5530 10.7497 0.23 -0.69 0.40 -0.03
H -20.7711 -11.0265 9.9979 0.01 0.14 -0.14 0.09
H -22.8831 -12.0238 10.6943 -0.34 0.07 -0.15 0.09
H -32.3703 -11.8596 5.0039 -0.32 0.08 -0.08 0.08
H -23.8746 -10.0020 11.4640 -0.14 0.30 0.14 0.10
H -25.4412 -9.7481 10.3697 -0.04 -0.16 -0.08 0.09
H -22.4732 3.1392 8.4511 0.52 -0.54 0.19 0.13
H -23.8222 -10.4159 8.9399 0.24 0.08 -0.07 0.07
C -19.2973 -8.4061 2.0391 -0.84 -0.78 1.33 -0.17
O -26.2702 -0.8877 10.2137 1.93 -1.78 -0.16 -0.18
H -34.4814 -8.2802 6.4312 -0.25 0.25 0.63 0.11
O -32.4375 -9.8227 5.6013 -1.53 -0.45 0.78 -0.22
H -29.8534 -6.7174 4.8366 0.36 0.74 -0.93 0.13
N -24.7006 -10.8573 8.7079 0.30 0.49 1.42 -0.06
H -29.6124 -6.4717 11.3121 -0.31 0.20 -0.35 0.12
H -24.9422 -3.9030 10.4992 0.04 -0.09 -0.10 0.06
O -24.0319 -1.7569 4.8489 -0.25 0.60 -0.34 0.02
H -34.6486 -2.5157 5.5669 0.46 0.11 -0.02 0.08
H -24.3980 -9.9450 4.5309 0.02 0.17 -0.21 0.08
O -25.6106 -5.0536 8.9737 0.94 0.10 0.11 -0.23
C -20.9426 -13.5252 9.5682 0.50 1.64 -0.41 -0.19
H -19.1427 -7.3757 1.7190 -0.27 0.01 -0.15 0.11
H -20.5601 -14.5459 9.5654 -0.23 -0.18 -0.31 0.12
H -28.1773 -4.7725 4.6535 -0.54 0.17 0.44 0.12
N -26.9817 -5.2207 6.3624 -0.53 0.03 -0.77 -0.08
H -24.8656 -3.8194 3.9281 -0.36 -0.44 0.18 0.11
H -24.6680 -1.8398 11.3796 -0.58 -0.45 -0.07 0.11
H -23.7957 -11.1152 3.2747 -0.53 0.12 -0.03 0.09
H -29.0366 -10.0090 7.8775 -0.22 -0.29 0.01 0.08
C -25.7654 -10.0596 9.3767 -0.10 -1.55 -1.07 -0.18
H -23.4498 0.9078 9.1298 -0.04 0.09 -0.05 0.11
C -20.4463 -12.8132 10.8559 0.18 -0.56 -0.93 -0.21
H -30.8700 -5.6626 10.4535 0.27 0.12 0.09 0.12
H -22.0910 -5.3872 3.9320 0.27 -0.09 -0.07 0.09
H -29.3533 -6.4121 6.4296 -0.34 0.57 0.17 0.12
H -23.7764 0.0911 12.1677 1.12 0.09 -0.50 0.10
C -34.1378 -8.0494 5.4228 1.46 -1.38 0.92 -0.19
O -22.5270 -9.2040 10.0757 1.14 -2.44 1.49 -0.22
O -20.4338 -12.7239 8.4855 0.58 -0.13 -1.47 -0.23
H -19.3591 -12.8702 10.9077 0.16 0.00 -0.41 0.11
H -27.6889 -1.7849 9.1431 0.04 -0.51 -0.16 0.09
H -29.2314 -8.5470 8.8266 0.04 0.02 0.01 0.09
H -27.4331 -11.4013 8.6249 0.92 -0.51 -0.27 0.10
H -28.7323 -8.8002 3.7478 -0.51 0.13 0.16 0.09
H -31.4975 -10.5817 4.0759 0.54 -0.87 -0.39 0.09
C -21.1460 -7.5849 5.4184 0.90 0.95 -2.01 -0.15
H -23.9408 4.8513 6.9875 0.14 -0.18 0.00 0.09
C -26.7012 -2.0808 9.4966 -0.24 0.93 1.03 -0.10
H -24.0516 -5.4022 10.4418 -0.38 -0.63 -0.23 0.07
H -27.0991 -6.0335 4.5241 0.05 -0.38 -0.26 0.10
O -24.4506 3.4675 8.5262 -1.65 -0.15 -1.45 -0.19
H -22.5143 -5.3059 5.6534 0.18 0.27 0.12 0.08
H -34.4953 -10.1617 4.8510 0.20 -0.58 1.04 0.11
H -34.1669 -4.5128 7.0296 -0.09 0.57 -0.08 0.11
C -20.3215 -11.5517 0.2480 0.50 1.41 -0.92 -0.11
H -23.7213 -4.1653 9.2606 -0.08 0.05 -0.38 0.10
H -24.1898 -1.0638 9.8602 -0.09 -0.33 -0.32 0.11
C -28.0842 -8.6666 4.6139 1.11 -1.67 0.02 -0.12
O -34.2785 -4.4847 4.9163 -0.42 0.09 0.26 -0.18
N -20.8499 -11.4170 10.9260 -1.34 -0.67 1.36 -0.04
N -29.8844 -5.8565 10.5587 -6.10 -1.25 3.23 0.17
C -24.5261 -4.6449 9.8177 -0.42 0.76 0.22 -0.06
C -33.6585 -9.4658 4.9114 0.05 1.76 -1.32 -0.19
H -27.6875 -6.6662 10.7100 -0.65 0.18 -0.18 0.13
O -29.1678 -4.5708 8.8621 -0.43 0.82 -1.32 0.04
H -21.2527 -13.6818 6.6854 -0.59 0.30 0.47 0.07
C -22.9240 -7.8804 10.1581 -0.89 -0.19 -1.19 -0.14
H -25.1308 -9.9961 6.8523 -0.02 0.26 -0.41 0.10
C -34.2689 -5.1956 6.1861 0.96 0.39 0.00 -0.22
H -34.9489 -7.5017 4.9430 -0.03 -0.74 -0.66 0.12
H -27.1203 -8.3449 4.2193 0.09 1.14 0.10 0.08
H -25.3751 0.2311 12.2818 -0.74 0.68 -0.36 0.11
H -21.1258 -8.5748 5.8742 -0.78 -0.04 -0.13 0.10
H -22.6306 -11.1533 6.7257 -0.11 0.94 -0.46 0.11
H -19.0313 -7.9359 4.7119 0.23 0.50 1.07 0.11
H -22.6268 -7.5072 9.1780 -0.22 0.59 0.11 0.10
H -22.4050 -11.7766 12.3486 0.15 0.22 0.14 0.12
H -20.7952 -6.8771 6.1694 -0.26 0.20 0.23 0.11
H -26.8259 -11.6658 10.2850 -0.89 0.21 0.39 0.12
H -25.9292 -1.0159 6.3484 -0.05 -0.23 0.31 0.12
```
Forces are in eV/Å.

***

A single C4H7N molecule, computed with ωB97M-V/def2-TZVPD.

Computed properties:
Charge = 0
Energy relative to the best compared isomer or geometry (same formula, charge and spin) = 157.2 kJ/mol
Structure (SMILES) = [H]/N=C1\C[C@@H]1C
HOMO-LUMO gap = 10.457 eV
HOMO level = -9.4 eV
DFT total energy = -211.3008 hartree

```
12
Properties=species:S:1:pos:R:3:forces:R:3:lowdin_charge:R:1
H -1.7830 -0.5405 2.1594 -0.29 0.20 0.15 0.05
N -1.8287 0.1219 1.3804 0.35 -0.21 -0.21 0.14
H -0.6728 -0.3256 -1.5634 0.08 0.05 0.12 0.14
H 1.6643 0.8317 -1.3883 -0.12 0.09 0.06 0.08
C -0.1737 -0.0051 -0.6493 -0.08 0.08 -0.09 -0.27
H 1.1031 -1.0284 0.9096 -0.09 -0.02 -0.13 0.11
H -0.0363 -2.1747 0.0399 0.04 0.12 -0.01 0.10
H 0.3325 2.0055 -1.2756 0.05 -0.10 0.08 0.08
H 1.1586 1.4613 0.1928 -0.04 -0.03 -0.15 0.08
C -0.9099 -0.2261 0.5923 -0.07 0.02 0.08 -0.38
C 0.7994 1.1427 -0.7921 0.02 0.05 0.01 -0.07
C 0.1934 -1.1515 0.3241 0.14 -0.26 0.09 -0.06
```
Forces are in eV/Å.